The following is a quantum chemistry calculation of a cluster of 8 separate species, H16O8 in total, from OMol25.

The geometry in XYZ format:
```
24
Properties=species:S:1:pos:R:3
H -1.030 -0.518 1.417
H -0.203 -0.236 0.046
H 1.670 -2.978 -1.436
H 2.720 -3.997 -0.652
H -0.270 0.893 -1.493
H -0.145 1.741 -0.221
H -5.849 -0.078 -0.191
H -5.291 0.885 -1.228
H 1.187 3.618 -0.226
H 1.991 3.444 -1.343
H -3.369 -1.749 1.078
H -3.679 -0.279 0.968
H 3.935 -0.351 0.584
H 3.521 0.777 -0.241
H 2.614 0.119 1.801
H 2.259 -1.335 1.846
O -0.902 0.087 0.716
O 2.121 -3.826 -1.476
O -0.794 1.313 -0.807
O -5.132 0.038 -0.710
O 2.042 3.941 -0.585
O -3.115 -0.949 0.574
O 3.904 -0.072 -0.341
O 1.815 -0.488 1.918
```

## Properties
Energy above the lowest of the compared OMol25 structures with the same formula, charge and spin (kJ/mol): 595.9
DFT total energy (hartree): -611.355631
LUMO (eV): -0.1
Orbital gap (eV): 9.33
Net charge: 0